Computed, not measured: a structure of composition C38H37BaBrN10O2Si, with the ωB97M-V functional and the def2-TZVPD basis.

Element x y z (Å)
Ba  0.77  -0.19  -0.81
Br  3.78  1.14  6.71
Si  -1.37  -0.97  -4.21
O  2.09  -1.07  2.25
O  0.31  0.77  1.83
N  1.42  -2.93  -0.73
N  4.40  -1.01  -0.33
N  -1.95  0.25  -0.03
N  -0.34  4.05  4.40
N  -0.75  -2.26  0.50
N  -0.29  -0.03  -3.29
N  -0.27  -3.52  0.77
N  -0.93  2.96  2.55
N  0.56  1.96  -2.50
N  3.36  -4.25  -0.78
C  2.83  -0.01  4.29
C  1.52  3.91  -1.44
C  -0.12  2.97  3.59
C  2.63  -3.18  -1.14
C  0.98  -6.02  1.36
C  -3.38  5.74  2.25
C  -2.58  1.38  -0.30
C  -2.75  4.57  1.87
C  0.89  1.95  3.85
C  1.70  -7.15  1.69
C  -1.75  -2.52  -3.20
C  3.57  -6.36  0.39
C  -2.00  -2.17  0.31
C  -4.05  -0.89  -0.14
C  -2.00  5.96  4.24
C  2.66  1.05  5.19
C  2.83  -5.23  0.05
C  3.12  -2.02  2.41
C  -4.70  0.30  -0.41
C  -1.37  4.78  3.84
C  -1.73  4.09  2.68
C  3.00  -7.31  1.21
C  -3.01  6.42  3.42
C  1.54  -5.05  0.53
C  0.10  1.23  -3.56
C  1.02  3.21  -2.67
C  1.71  2.01  4.98
C  -0.72  -1.58  -5.87
C  1.05  0.90  2.94
C  -2.67  -0.88  0.04
C  0.54  3.12  -5.00
C  2.02  -0.09  3.18
C  1.03  3.83  -3.90
C  -3.95  1.47  -0.49
C  3.73  -0.06  -0.35
C  0.84  -3.79  0.20
C  0.09  1.84  -4.84
C  -2.98  -0.05  -4.49
H  -0.36  1.51  1.82
H  -2.07  -3.35  -3.82
H  1.41  4.84  -4.00
H  3.57  -8.20  1.48
H  -3.53  7.33  3.69
H  2.50  4.35  -1.61
H  -1.96  2.27  -0.38
H  -3.04  4.05  0.97
H  -2.80  0.91  -4.99
H  1.59  3.22  -0.60
H  0.54  3.58  -5.98
H  4.33  -4.28  -1.05
H  3.08  -2.67  1.54
H  -0.03  -5.87  1.73
H  -1.40  -2.30  -6.32
H  1.26  -7.91  2.33
H  -2.53  -2.32  -2.46
H  0.25  -2.07  -5.72
H  -4.42  2.42  -0.71
H  -3.69  -0.62  -5.10
H  -5.77  0.32  -0.56
H  -4.18  6.14  1.64
H  -1.71  6.48  5.14
H  3.11  -2.50  -1.82
H  -2.65  -3.04  0.31
H  0.84  4.72  -1.16
H  0.16  4.26  5.24
H  1.62  2.82  5.70
H  3.59  -0.76  4.48
H  -4.60  -1.82  -0.08
H  -0.57  -0.77  -6.59
H  -0.85  -2.84  -2.65
H  4.10  -1.54  2.42
H  -0.26  1.27  -5.70
H  2.96  -2.60  3.32
H  4.57  -6.48  0.01
H  -3.46  0.16  -3.53

**Orbital gap**: 6.293 eV
**HOMO**: -6.81 eV
**Relative energy (zero: lowest compared OMol25 entry of this formula, charge and spin)**: 0.78 kcal/mol
**Multiplicity**: 1
**Maximum force**: 0.0123 hartree/bohr
**LUMO**: -0.019 hartree